No. 1
# C45H43BiCl2N5O4P

C45H43BiCl2N5O4P as an isolated structure (wB97M-V/def2-TZVPD, the Open Molecules 2025 dataset).

Last column: Mulliken charge in e.
Positions of all 101 atoms, in Å:
Bi -0.99842 -0.89058 1.34541  2.277
C 2.99490 -0.60499 2.21480  -1.392
C 2.00011 0.19336 2.97737  -0.394
N 0.69668 0.25647 2.76212  1.114
C 0.17062 1.13511 3.68569  -0.672
C 1.18203 1.60170 4.47388  0.219
N 2.32027 0.99641 4.00644  -0.101
C 1.31617 2.57781 5.58756  0.578
O 0.22222 3.15997 6.00060  -0.591
O 2.42276 2.79784 6.03331  -0.674
C -1.28597 1.50607 3.69359  0.430
O -1.67447 2.27550 4.59366  -0.915
O -1.98345 1.00157 2.77990  -0.248
H 2.76672 -0.56446 1.15108  0.142
H 2.96923 -1.65226 2.51755  0.286
H 3.99974 -0.21438 2.37264  0.484
H 3.23053 1.17497 4.40458  0.313
H -0.58921 2.82029 5.47240  0.407
N -2.38781 -2.54853 -0.18487  -0.614
C -3.50726 -2.02414 -0.98551  0.045
C -4.74450 -1.70899 -0.15371  -1.163
C -4.56537 -0.66249 0.94736  -0.124
N -4.07549 -1.26302 2.19517  -0.292
H -1.68288 -2.96226 -0.78775  0.110
H -2.70776 -3.27576 0.44761  0.245
H -3.78630 -2.72882 -1.77572  0.495
H -3.14607 -1.11209 -1.46534  -0.241
H -5.13687 -2.63011 0.29384  0.394
H -5.51195 -1.36426 -0.85157  0.432
H -5.51138 -0.12960 1.09325  0.530
H -3.83770 0.08806 0.62783  -0.148
H -4.83525 -1.74590 2.66182  0.321
H -3.75184 -0.52982 2.82326  0.078
C 5.89065 0.64220 -1.11131  -0.649
C 4.93004 1.64337 -1.19060  -0.798
C 3.59677 1.31152 -1.36606  -0.614
C 3.19731 -0.02320 -1.49234  -0.013
C 4.16947 -1.01699 -1.40910  -0.532
C 5.50578 -0.68493 -1.21666  -0.612
P 1.38981 -0.33167 -1.57360  2.507
C 0.95156 0.22410 -3.26216  -0.252
C 1.85983 0.68087 -4.21282  -0.310
C 1.41576 1.12096 -5.45403  -0.667
C 0.06338 1.10324 -5.75925  -0.747
C -0.84981 0.64717 -4.81705  -0.404
C -0.40922 0.21865 -3.57607  -0.291
C 1.36152 -2.15169 -1.75469  -0.032
C 1.71618 -2.73635 -2.94519  -0.276
C 1.96612 -4.11762 -3.04088  -1.058
C 1.92029 -4.88447 -1.91373  -0.837
C 1.53785 -4.32765 -0.66974  1.438
C 1.51329 -5.14668 0.48839  -0.850
C 1.09652 -4.63920 1.67843  -1.320
C 0.61438 -3.31064 1.72732  -0.236
C 0.62185 -2.45698 0.64869  0.560
C 1.17187 -2.95258 -0.58287  -0.824
H 6.93206 0.89789 -0.96445  0.379
H 5.21902 2.68341 -1.10652  0.429
H 2.85232 2.10047 -1.40809  0.483
H 3.88874 -2.05930 -1.49001  0.200
H 6.24740 -1.47126 -1.15261  0.413
H 2.91932 0.69470 -3.98925  0.399
H 2.13249 1.47617 -6.18381  0.434
H -0.28006 1.45057 -6.72538  0.384
H -1.90947 0.64758 -5.03976  0.463
H -1.12513 -0.10138 -2.82615  0.284
H 1.84891 -2.11479 -3.82285  0.483
H 2.24044 -4.55148 -3.99378  0.396
H 2.16990 -5.93860 -1.95126  0.388
H 1.82933 -6.17947 0.39995  0.381
H 1.08108 -5.25036 2.57200  0.394
H 0.19372 -2.98380 2.67979  0.311
Cl -1.41932 -4.69344 4.68042  -0.173
C -2.41638 -3.22973 4.63568  0.023
Cl -1.47698 -1.76139 4.91196  -0.029
H -3.16458 -3.30785 5.41489  0.436
H -2.86957 -3.15183 3.65271  -0.214
N -1.39804 0.41269 -0.31423  -0.193
C -1.33989 1.67539 -0.40342  0.169
C -1.99599 2.32257 -1.58899  0.441
C -1.39484 3.40644 -2.22315  -0.268
C -1.94782 3.93789 -3.37869  -0.944
C -3.12332 3.41049 -3.89365  -0.579
C -3.74138 2.34460 -3.25236  -0.976
C -3.17375 1.79829 -2.11223  -0.041
C -0.63753 2.62598 0.51874  -0.431
C 0.72695 2.51586 0.75048  0.244
C 1.37608 3.42726 1.57418  -0.237
C 0.65448 4.42931 2.20368  -0.757
C -0.71424 4.53760 1.98293  -0.973
C -1.35109 3.65980 1.12221  -0.112
H -0.48006 3.82179 -1.81826  0.481
H -1.46042 4.76590 -3.87707  0.433
H -3.56071 3.83230 -4.78955  0.415
H -4.66642 1.93914 -3.64299  0.411
H -3.64182 0.95925 -1.61292  0.373
H 1.27466 1.70955 0.28104  -0.109
H 2.44471 3.34217 1.73519  0.513
H 1.15250 5.12302 2.86922  0.446
H -1.28395 5.30871 2.48441  0.407
H -2.41458 3.75377 0.93900  0.509

Calculated values
Max |F| ... 0.17 eV Å⁻¹
HOMO energy ... -7.8115 eV
Relative energy (zero: lowest compared OMol25 entry of this formula, charge and spin) ... 0.000 eV
Lowest unoccupied orbital energy ... 0.22 eV
Kohn-Sham gap ... 8.0 eV

No. 2
# C45H43ClO24P2

A 7-piece molecular cluster, C45H43ClO24P2 overall (wB97M-V/def2-TZVPD, the Open Molecules 2025 dataset).

Last column: Mulliken charge in e.
Positions of all 115 atoms, in Å:
C 2.94662 -1.04520 1.19299  -0.686
C 2.31301 -1.25153 0.02685  -0.406
C 0.94688 -0.75910 -0.36881  -0.316
P -0.02678 -0.02250 1.01847  0.163
C -1.75717 -0.20193 0.30804  0.497
Cl -2.35064 -1.77518 0.94364  -0.082
C -2.71502 0.92433 0.65709  -0.606
C -4.13416 0.69757 0.12765  -1.207
P 0.34073 2.12372 1.11870  -0.067
C 1.29652 2.21226 2.68527  -0.903
C 1.54839 2.51978 -0.22071  -0.251
C 1.77148 4.02399 -0.38079  -1.447
H 3.53646 -1.85551 1.61239  0.272
H 2.99326 -0.09382 1.71206  0.134
H 2.80982 -1.87421 -0.71688  0.382
H 1.00145 -0.07703 -1.22745  0.390
H 0.39000 -1.63719 -0.70900  0.151
H -1.64675 -0.29785 -0.77424  -0.079
H -2.72598 1.03204 1.74536  0.375
H -2.33843 1.85845 0.24290  0.270
H -4.15626 0.83111 -0.95432  0.073
H -4.81140 1.41647 0.58976  0.390
H -4.50156 -0.29302 0.39196  0.416
H 2.11479 1.49297 2.67504  -0.179
H 1.62847 3.21888 2.92308  0.644
H 0.61490 1.90342 3.47558  0.416
H 2.49298 1.98158 -0.08767  0.356
H 1.10820 2.13410 -1.14374  0.351
H 2.53298 4.18843 -1.14805  0.404
H 2.14204 4.49895 0.52772  0.356
H 0.86316 4.51251 -0.72937  0.364
O -4.03364 -4.09784 -1.17459  -0.537
C -3.77018 -4.00898 -2.35875  1.181
C -4.67270 -4.40259 -3.42452  -1.209
C -4.28374 -4.26491 -4.69944  0.325
O -5.04223 -4.58345 -5.73958  -0.591
C -2.92500 -3.72153 -5.06777  0.989
O -2.65767 -3.63879 -6.25427  -0.679
C -2.02867 -3.32197 -4.00595  -0.742
C -2.41753 -3.44481 -2.72865  0.300
O -1.66008 -3.06229 -1.71249  -0.395
H -5.64322 -4.79096 -3.15033  0.472
H -4.50740 -4.38502 -6.53363  0.370
H -1.06739 -2.91309 -4.28349  0.496
H -2.15479 -3.21987 -0.87514  -0.024
O 7.08392 5.04876 5.85707  -0.629
C 6.49485 4.33247 5.06885  1.107
C 5.42210 4.77347 4.20192  -0.869
C 4.83799 3.88616 3.38478  0.259
O 3.84434 4.18930 2.56048  -0.537
C 5.25942 2.43444 3.33809  1.113
O 4.65062 1.70685 2.57212  -0.560
C 6.34330 1.99688 4.18971  -1.166
C 6.93008 2.88539 5.00521  0.366
O 7.92838 2.58521 5.82038  -0.591
H 5.12445 5.81142 4.24509  0.464
H 3.62067 3.35190 2.10465  0.073
H 6.64653 0.96066 4.13954  0.460
H 8.15116 3.41395 6.29049  0.374
O -4.83838 0.86738 -7.01815  -0.657
C -4.58487 1.45086 -5.98048  1.095
C -5.28067 2.63074 -5.50735  -1.043
C -4.89974 3.19607 -4.35312  0.228
O -5.47274 4.27551 -3.83926  -0.585
C -3.76359 2.64610 -3.52218  0.973
O -3.48381 3.24560 -2.49819  -0.672
C -3.08669 1.45608 -3.98362  -0.860
C -3.46674 0.88946 -5.13726  0.057
O -2.89284 -0.20020 -5.62535  -0.495
H -6.09030 3.01992 -6.10800  0.450
H -4.99608 4.46278 -3.00624  0.368
H -2.28279 1.05830 -3.37933  0.761
H -3.35614 -0.40271 -6.46295  0.357
O -2.25370 -7.97980 -0.11363  -0.662
C -2.05327 -7.26679 0.85443  1.104
C -2.82987 -6.09055 1.18065  -0.924
C -2.49960 -5.37338 2.26455  0.236
O -3.14335 -4.27967 2.64385  -0.572
C -1.34265 -5.75083 3.16135  1.052
O -1.11936 -5.02357 4.11161  -0.645
C -0.57955 -6.94192 2.84562  -1.018
C -0.90992 -7.65862 1.76267  0.355
O -0.27558 -8.76087 1.38792  -0.577
H -3.65329 -5.82203 0.53491  0.471
H -2.68414 -3.96482 3.44866  0.366
H 0.23708 -7.21344 3.49927  0.430
H -0.72564 -9.06306 0.57356  0.371
O 3.84792 1.75488 -7.07170  -0.630
C 2.70582 2.11248 -6.85093  1.015
C 2.34418 3.20152 -5.96656  -0.987
C 1.04832 3.49455 -5.78995  0.322
O 0.61711 4.46927 -5.00243  -0.585
C -0.05283 2.72409 -6.48168  1.183
O -1.19788 3.06153 -6.23553  -0.634
C 0.30709 1.64889 -7.37964  -1.112
C 1.60371 1.35707 -7.55945  0.377
O 2.03486 0.39470 -8.35894  -0.585
H 3.13822 3.74525 -5.47488  0.451
H -0.35891 4.45295 -5.06079  0.351
H -0.48693 1.11217 -7.87927  0.483
H 3.01081 0.40455 -8.29279  0.373
O 1.87798 1.77922 5.60760  -0.366
C 1.76637 1.16395 6.65358  0.918
C 1.09863 1.66613 7.83431  -1.235
C 1.05703 0.89848 8.93300  0.414
O 0.47193 1.26435 10.06259  -0.579
C 1.68762 -0.47567 8.98214  1.104
O 1.60569 -1.07845 10.03670  -0.628
C 2.33690 -0.98514 7.79290  -0.986
C 2.37538 -0.21979 6.69265  0.380
O 2.94303 -0.59747 5.55720  -0.562
H 0.65354 2.65001 7.79138  0.459
H 0.59865 0.51915 10.68409  0.372
H 2.77052 -1.97417 7.83146  0.462
H 2.82190 0.14159 4.92779  0.265

Calculated values
Max |F| ... 1.28 eV Å⁻¹
SMILES ... C=CCP([C@@H](Cl)CC)#P(C)CC.O=C1C=C(O)C(=O)C=C1O.O=C1C=C(O)C(=O)C=C1O.O=C1C=C(O)C(=O)C=C1O.O=C1C=C(O)C(=O)C=C1O.O=C1C=C(O)C(=O)C=C1O.O=C1C=C(O)C(=O)C=C1O
HOMO energy ... -7.9981 eV
Relative energy (zero: lowest compared OMol25 entry of this formula, charge and spin) ... 0.000 eV
Lowest unoccupied orbital energy ... -1.66 eV
Kohn-Sham gap ... 6.3 eV